(1)
Density functional theory data (wB97M-V/def2-TZVPD) for a molecular structure, C5H14NO2 at a distorted geometry.

DFT total energy, eV: -10996.1966
HOMO-LUMO gap, hartree: 0.26386
Highest occupied orbital energy, hartree: -0.1326
Total charge: -1

Last column: natural (NBO) charge in e.
Geometry (Å):
C -1.74793 -0.75955 -2.29081  -0.64
C -1.28987 0.66243 -1.98850  -0.23
N -1.20818 0.90253 -0.53796  -0.65
C 1.30686 0.39149 -0.65454  -0.63
C 0.03133 0.40008 0.14253  -0.09
C -0.20982 -0.87814 0.87620  -0.04
O 0.44532 -1.06602 2.09253  -0.86
H -1.75387 -0.88541 -3.36949  0.19
H -2.60648 -1.14695 -1.73615  0.21
H -0.92289 -1.42869 -2.02808  0.21
H -1.96653 1.48868 -2.36040  0.17
H -0.43809 1.09332 -2.49692  0.20
H -2.00662 0.68548 0.03103  0.36
H 1.32698 -0.53296 -1.27874  0.18
H 1.28950 1.20947 -1.37129  0.18
H 2.19638 0.42468 -0.02752  0.27
H 0.13119 1.20241 0.93728  0.19
H -1.30811 -1.08253 1.00314  0.11
H 0.04714 -1.74031 0.23097  0.11
H 1.96976 1.19473 2.48076  0.42
H 1.52057 -0.57685 2.29947  0.51
O 2.42661 0.34166 2.47744  -1.18

Cartesian forces (eV/Å) of the 6 atoms listed first:
C 1.843 -0.101 -0.841
C -2.633 1.615 1.601
N 2.266 0.394 -1.420
C -0.443 -0.632 -1.322
C -0.929 2.378 1.930
C 0.112 -2.327 1.113

***

(2)
Density functional theory data (wB97M-V/def2-TZVPD) for a molecular structure, C5H14NO2 at a distorted geometry.

DFT total energy, eV: -10994.4022
HOMO-LUMO gap, hartree: 0.28800
Highest occupied orbital energy, hartree: -0.1572
Total charge: -1

Last column: natural (NBO) charge in e.
Geometry (Å):
C 1.72205 1.95251 -2.07795  -0.61
C 0.54423 1.06014 -1.60649  -0.23
N 0.94130 -0.32208 -1.40379  -0.65
C -1.54391 -0.75524 -0.62495  -0.63
C -0.10034 -1.00444 -0.19540  -0.10
C 0.01813 -0.79731 1.33980  -0.06
O -0.77648 -1.71991 1.95762  -0.81
H 2.28224 2.03647 -1.14678  0.20
H 2.36129 1.47250 -2.80674  0.20
H 1.49156 2.98571 -2.34271  0.19
H 0.25369 1.58764 -0.69526  0.17
H -0.28478 1.13038 -2.32612  0.16
H 0.08704 -2.05381 -0.40348  0.20
H -1.82214 0.27260 -0.39855  0.19
H -2.18315 -1.43373 -0.06295  0.24
H -1.63366 -0.99902 -1.68830  0.20
H 1.08509 -0.38387 -0.42410  0.36
H -0.33842 0.18952 1.68467  0.14
H 1.11008 -0.79913 1.55268  0.12
H -0.93793 -1.33101 3.02508  0.50
H -1.23111 -0.07426 4.37336  0.41
O -1.04478 -1.01365 4.27037  -1.18

Cartesian forces (eV/Å) of the 6 atoms listed first:
C 0.172 -0.647 1.179
C -0.144 1.288 -0.831
N -1.643 -0.322 0.534
C 0.446 -0.375 -0.104
C -3.841 -1.457 -1.834
C 0.558 0.956 -0.234

***

(3)
Density functional theory data (wB97M-V/def2-TZVPD) for 2 unconnected molecules or ions with the total composition C5H14NO2 at a distorted geometry.

DFT total energy, eV: -10995.9625
HOMO-LUMO gap, hartree: 0.25639
Highest occupied orbital energy, hartree: -0.1193
Total charge: -1

Last column: natural (NBO) charge in e.
Geometry (Å):
C 0.24679 0.07427 0.66777  -0.25
C 1.69047 0.01231 0.10233  -0.22
C 2.46001 1.35529 0.28482  -0.62
C 1.51427 -0.24155 -1.40622  -0.64
N -0.27645 -1.31445 0.87933  -0.69
C -1.88139 -1.32167 0.45634  0.13
O -2.27006 -0.96145 -0.76526  -0.93
H 0.06905 0.63934 1.61278  0.17
H -0.44205 0.51542 -0.05128  0.20
H 2.22272 -0.85772 0.52101  0.19
H 2.58650 1.63018 1.34307  0.20
H 1.73555 2.03635 -0.23804  0.21
H 3.42889 1.17461 -0.13408  0.19
H 2.46119 0.01682 -1.88241  0.19
H 0.92641 -1.22947 -1.55729  0.23
H 0.72784 0.47553 -1.75415  0.21
H 0.21327 -1.78436 0.02568  0.31
H -2.34253 -2.27698 0.90424  0.08
H -2.13807 -0.78136 1.36259  0.06
H -3.83666 0.69493 0.62419  0.47
H -3.23312 0.86939 -0.81894  0.51
O -3.86264 1.27457 -0.17648  -1.00

Cartesian forces (eV/Å) of the 6 atoms listed first:
C -0.787 -0.896 1.023
C -0.915 0.414 0.241
C -2.056 -1.127 0.305
C -1.951 -0.013 0.428
N 0.043 -0.909 -3.118
C 0.541 -0.968 0.793

***

(4)
Density functional theory data (wB97M-V/def2-TZVPD) for a molecular structure, C5H14NO2 at a distorted geometry.

DFT total energy, eV: -10991.7724
HOMO-LUMO gap, hartree: 0.22187
Highest occupied orbital energy, hartree: -0.1262
Total charge: -1

Last column: natural (NBO) charge in e.
Geometry (Å):
C 1.51505 0.96665 -0.43683  -0.01
O 1.59991 1.73872 -1.55667  -0.90
C 0.14301 0.30606 -0.24035  -0.42
C 0.10462 -0.67985 0.91606  -0.52
C -0.95235 -1.67055 0.83021  -0.13
C -2.34491 -1.29281 0.79616  -0.51
N -0.84445 0.07743 3.31456  -1.24
H 2.27218 0.13657 -0.38520  0.09
H 1.72905 1.54678 0.49025  0.11
H -0.62123 1.09667 -0.11240  0.18
H -0.13180 -0.16081 -1.18932  0.21
H 1.07086 -1.16410 1.10265  0.21
H -0.15831 -0.09751 2.00673  0.36
H -1.69088 -1.45530 1.88136  0.37
H -0.62447 -2.64478 0.47697  0.24
H -2.61504 -0.30751 0.43190  0.25
H -2.99589 -2.10523 0.50870  0.21
H -0.45672 0.83661 3.87216  0.33
H -1.80285 0.34640 3.09766  0.31
H 1.11345 0.67769 -4.19932  0.44
H 1.12333 0.88423 -2.62954  0.49
O 0.76134 0.26109 -3.42251  -1.07

Cartesian forces (eV/Å) of the 6 atoms listed first:
C 0.475 0.280 0.328
O -0.205 -0.415 0.101
C -0.780 1.083 -0.240
C -0.240 -1.733 -0.217
C 2.097 1.940 -2.911
C 1.817 -1.051 -0.489

***

(5)
Density functional theory data (wB97M-V/def2-TZVPD) for 2 unconnected molecules or ions with the total composition C5H14NO2 at a distorted geometry.

DFT total energy, eV: -10990.5801
HOMO-LUMO gap, hartree: 0.41904
Highest occupied orbital energy, hartree: -0.5276
Total charge: +1

Last column: natural (NBO) charge in e.
Geometry (Å):
O 0.04595 1.50469 2.17222  -0.75
C 0.66507 0.38022 1.58061  -0.08
C 0.57859 0.56034 0.06046  -0.06
N -0.79533 0.23665 -0.52131  -0.54
C -0.57949 -0.57651 -1.80317  -0.23
C 0.95201 -0.68865 -1.93065  -0.43
C 1.67223 -0.16672 -0.66253  -0.43
H 0.24850 1.65922 3.10262  0.50
H 1.69400 0.35553 1.93121  0.20
H 0.06269 -0.51345 1.79770  0.19
H 0.61027 1.64649 -0.09715  0.23
H -1.42677 -0.29250 0.13168  0.48
H -1.24536 1.13370 -0.67893  0.43
H -0.95855 -0.17591 -2.74272  0.24
H -1.02678 -1.57051 -1.64243  0.23
H 1.17506 -0.12315 -2.84775  0.23
H 1.30186 -1.69075 -2.22064  0.25
H 2.20806 -0.88381 -0.06010  0.24
H 2.43197 0.56230 -0.98095  0.25
H -2.97120 -1.15054 1.72288  0.51
H -2.43010 0.32606 2.03590  0.51
O -2.21268 -0.53270 1.65304  -0.97

Cartesian forces (eV/Å) of the 6 atoms listed first:
O -0.850 0.623 -0.190
C -0.974 0.189 0.009
C 0.189 1.714 1.602
N 0.070 -0.771 -0.727
C 0.804 -1.208 0.653
C 0.678 -0.526 -1.309

***

(6)
Density functional theory data (wB97M-V/def2-TZVPD) for a molecular structure, C5H14NO2 at a distorted geometry.

DFT total energy, eV: -10979.1103
HOMO-LUMO gap, hartree: 0.19193
Highest occupied orbital energy, hartree: -0.5493
Total charge: +1

Last column: natural (NBO) charge in e.
Geometry (Å):
O -1.15052 1.21740 -1.39440  -0.48
C 0.57199 0.51707 -1.49208  -0.33
C 0.76784 -0.88482 -0.96038  -0.17
N 1.88282 -0.96679 0.00597  -0.09
C -1.98975 0.59971 1.03164  -0.60
C -0.89726 -0.54569 1.03159  -0.45
C -0.56985 -1.28352 -0.27889  -0.36
H -0.46006 0.67926 -2.02286  0.36
H 0.67537 1.35749 -0.70812  0.34
H 1.26377 0.75842 -2.31418  0.29
H 0.89933 -1.66791 -1.78836  0.28
H -1.48057 1.60854 0.92049  0.23
H 2.32947 1.70939 1.95884  0.50
H -2.68826 0.58236 1.89331  0.24
H -2.54201 0.48783 0.09763  0.23
H 0.04050 -0.09501 1.48451  0.28
H -1.31570 -1.32106 1.81066  0.27
H -1.20622 -1.04590 -1.12364  0.26
H -0.50786 -2.30330 -0.16436  0.24
H 1.98975 0.40996 1.01805  0.46
H 2.76117 -1.04945 -0.52454  0.37
O 1.62607 1.23604 1.51911  -0.87

Cartesian forces (eV/Å) of the 6 atoms listed first:
O 2.150 -1.199 -0.797
C 2.349 4.224 3.954
C 1.495 -2.919 1.382
N -2.492 1.048 -2.504
C 1.063 0.424 -0.643
C -1.811 -0.526 1.543

***

(7)
Density functional theory data (wB97M-V/def2-TZVPD) for a gas-phase ion, C5H14NO2 (charge +1) at a distorted geometry.

DFT total energy, eV: -10988.8743
HOMO-LUMO gap, hartree: 0.40871
Highest occupied orbital energy, hartree: -0.5194
SMILES: [NH3+][C@@H](CO)CCCO
Total charge: +1

Last column: natural (NBO) charge in e.
Geometry (Å):
C 0.67114 -0.21432 2.17480  -0.08
O 1.98752 0.38395 2.32061  -0.74
C 0.37063 -0.16004 0.64246  -0.07
C -0.82053 -1.07906 0.27966  -0.45
C -1.68918 -0.81338 -1.10381  -0.43
C -0.73320 -0.44708 -2.24326  -0.10
O -0.07211 0.81124 -2.43494  -0.77
N 0.12433 1.31981 0.45617  -0.72
H -0.01396 0.38483 2.80012  0.19
H 0.54799 -1.24962 2.37744  0.20
H 2.70518 -0.33481 2.28216  0.50
H 1.32936 -0.37169 0.12251  0.24
H -1.63075 -1.10934 1.06696  0.23
H -0.42516 -2.16125 0.27507  0.25
H -2.13889 -1.77721 -1.40762  0.25
H -2.55216 -0.20189 -0.89534  0.23
H -1.11776 -0.94319 -3.12908  0.21
H 0.30570 -0.94268 -2.08972  0.18
H -0.35794 1.08267 -3.44365  0.52
H 0.08376 1.54020 -0.59727  0.48
H 0.93413 1.83414 0.81579  0.45
H -0.65630 1.73296 1.04496  0.44

Cartesian forces (eV/Å) of the 6 atoms listed first:
C 1.135 0.723 -1.553
O 0.552 -2.117 0.302
C -0.885 0.379 1.529
C -1.700 -1.051 -0.791
C 2.272 -0.537 1.452
C 3.167 -2.527 0.339

***

(8)
Density functional theory data (wB97M-V/def2-TZVPD) for a single C5H14NO3P molecule at a distorted geometry.

DFT total energy, eV: -22332.5877
HOMO-LUMO gap, hartree: 0.37226
Highest occupied orbital energy, hartree: -0.3371
SMILES: CCNCOP(OC)OC

Last column: natural (NBO) charge in e.
Geometry (Å):
C 0.67620 -2.92016 1.61270  -0.61
C -1.45715 2.55610 -2.40820  -0.25
C 0.84532 -0.41222 -1.33200  0.09
C -0.14309 2.13665 1.68829  -0.25
C 0.08008 -2.17644 0.28531  -0.23
N 1.15341 -1.43947 -0.35318  -0.65
O -0.08676 2.78536 -2.06503  -0.83
O 0.19139 0.68300 -0.71110  -0.85
O -0.20179 2.83042 0.47834  -0.82
P 0.73978 2.23777 -0.85370  1.60
H 0.80049 -2.19978 2.40929  0.19
H -0.13449 -3.62273 1.96274  0.21
H 1.67579 -3.25626 1.31362  0.22
H -1.80377 3.06206 -3.24767  0.19
H -2.05459 2.93623 -1.53844  0.19
H -1.73478 1.55632 -2.45551  0.18
H 1.77490 -0.11927 -1.82971  0.18
H 0.11700 -0.83793 -1.95256  0.17
H 1.82362 -0.92709 0.29870  0.36
H 0.80182 2.26425 2.19971  0.17
H -0.40673 1.15008 1.70634  0.17
H -1.03755 2.75329 2.17601  0.19
H -0.78634 -1.53885 0.65257  0.18
H -0.18802 -3.16609 -0.23981  0.20

Cartesian forces (eV/Å) of the 6 atoms listed first:
C -1.444 1.419 -1.272
C -0.495 1.220 3.822
C 0.257 -0.921 1.642
C -2.239 4.488 1.720
C 0.275 -1.796 2.411
N 1.790 1.535 0.277

***

(9)
Density functional theory data (wB97M-V/def2-TZVPD) for 3 unconnected molecules or ions with the total composition C5H14NO4 at a distorted geometry.

DFT total energy, eV: -15092.7340
HOMO-LUMO gap, hartree: 0.29912
Highest occupied orbital energy, hartree: -0.1626
Total charge: -1

Last column: natural (NBO) charge in e.
Geometry (Å):
C 2.51680 0.55401 0.91774  -0.62
C 1.24929 1.11127 0.27186  -0.04
C 0.02753 1.02420 1.18231  -0.54
C -1.15609 1.75874 0.58025  0.47
O -2.01886 2.30418 1.23279  -0.57
N 1.07930 0.47889 -1.04615  -0.68
C 0.58309 -0.96000 -1.03814  0.13
O -0.62212 -1.12752 -0.48025  -0.97
H 2.36848 0.32174 1.98203  0.20
H 2.62314 -0.49294 0.60930  0.22
H 3.40627 1.10154 0.64571  0.20
H 1.44283 2.17190 0.08290  0.17
H 0.23946 1.52128 2.13555  0.20
H -0.25229 -0.00481 1.40347  0.28
H -1.32463 1.76939 -0.50810  0.12
H 0.43164 0.98931 -1.63794  0.34
H 1.40092 -1.51761 -0.54254  0.10
H 0.53767 -1.16454 -2.12798  0.10
H -2.56538 -2.28389 1.34883  0.45
H -1.35720 -2.45569 0.45580  0.52
O -1.89269 -2.91241 1.15945  -1.00
H -1.86294 -0.99221 -1.55756  0.51
H -2.21415 -0.53154 -2.96222  0.44
O -2.64007 -0.66328 -2.10712  -1.01

Cartesian forces (eV/Å) of the 6 atoms listed first:
C -0.875 -1.711 0.463
C 0.118 -0.233 -0.683
C -0.188 0.827 0.264
C -0.704 -0.511 0.257
O 0.233 0.143 0.387
N 0.174 -0.423 -0.126

***

(10)
Density functional theory data (wB97M-V/def2-TZVPD) for 2 unconnected molecules or ions with the total composition C5H14NOS at a distorted geometry.

DFT total energy, eV: -19782.0551
HOMO-LUMO gap (spin up / spin down), hartree: 0.33425 / 0.23496
Highest occupied orbital energy (spin up / spin down), hartree: -0.3073 / -0.3074
Multiplicity: 2
Expectation value of S²: 0.753

Last column: Mulliken spin population.
Geometry (Å):
C -0.83294 0.63772 1.05180  0.06
C -2.29217 0.92942 0.47584  -0.04
S -2.60663 2.64905 0.60714  0.98
C -0.48612 -0.83225 0.82531  0.01
N 0.05293 -1.23124 -0.47463  0.00
C 0.84398 -0.20947 -1.17166  0.00
C 0.76178 -2.49767 -0.35916  0.00
H -1.02822 0.99652 2.07173  -0.02
H -0.09596 1.34938 0.66074  -0.01
H -2.21277 0.82756 -0.62176  0.05
H -2.92854 0.13132 0.91350  -0.02
H -1.43166 -1.35584 0.81878  0.00
H 0.04264 -1.32578 1.63870  0.00
H 0.15901 0.29238 -1.84492  0.00
H 1.67019 -0.60444 -1.83966  0.00
H 1.48797 0.34730 -0.48425  0.00
H 0.17788 -3.30698 0.06596  0.00
H 1.25197 -2.83486 -1.30054  0.00
H 1.68543 -2.38674 0.28273  0.00
H 2.34458 3.27890 0.03490  0.00
H 1.23789 2.53404 -0.66610  0.00
O 2.19876 2.61170 -0.68448  0.00

Cartesian forces (eV/Å) of the 6 atoms listed first:
C -1.265 0.653 -0.322
C 2.169 -0.721 -0.691
S -0.753 0.397 0.316
C -0.773 -0.476 0.131
N 0.926 -0.201 -0.861
C 1.311 -1.255 -0.335

***

(11)
Density functional theory data (wB97M-V/def2-TZVPD) for 2 unconnected molecules or ions with the total composition C5H14NS.

DFT total energy, eV: -17738.3628
HOMO-LUMO gap, hartree: 0.24392
Highest occupied orbital energy, hartree: -0.0931
Total charge: -1

Last column: natural (NBO) charge in e.
Geometry (Å):
C 0.27396 2.70853 1.27976  -0.63
C 1.69068 2.44675 0.80751  -0.21
N 1.78773 2.68579 -0.62905  -0.86
H -0.39774 1.97491 0.83541  0.25
H 0.20324 2.64856 2.36574  0.18
H -0.03185 3.69636 0.92771  0.19
H 2.34673 3.16893 1.30939  0.15
H 1.99261 1.43305 1.07883  0.17
H 2.74512 2.54460 -0.93013  0.34
H 1.24946 1.98697 -1.13292  0.39
C -0.49210 -3.32183 0.00584  -0.61
C -1.63661 -2.33748 -0.21019  -0.41
C -1.37092 -1.37776 -1.36618  -0.51
S -0.02506 -0.18382 -1.03448  -0.75
H -0.37335 -4.01681 -0.82137  0.18
H -0.63345 -3.90301 0.92334  0.18
H 0.42046 -2.74579 0.15089  0.24
H -2.56320 -2.88838 -0.39470  0.17
H -1.75295 -1.74624 0.70092  0.20
H -2.28351 -0.82495 -1.59229  0.18
H -1.14927 -1.94839 -2.27404  0.17

Cartesian forces (eV/Å) of the 6 atoms listed first:
C -0.082 -0.052 -0.250
C -0.072 0.299 0.022
N 0.278 0.169 -0.212
H -0.029 -0.092 0.014
H -0.044 0.048 0.085
H -0.034 0.066 0.169

***

(12)
Density functional theory data (wB97M-V/def2-TZVPD) for a molecular structure, C5H14NS at a distorted geometry.

DFT total energy, eV: -17728.2176
HOMO-LUMO gap, hartree: 0.37827
Highest occupied orbital energy, hartree: -0.4953
Total charge: +1

Last column: natural (NBO) charge in e.
Geometry (Å):
C -0.82013 -1.32821 -1.59104  -0.69
C 0.81657 0.01790 2.03372  -0.56
C -1.05941 1.80805 -0.02807  -0.45
C -0.30878 -1.22675 -0.16086  -0.49
C 0.67052 -0.04347 0.11725  0.06
N 0.19520 1.08767 -0.56866  -0.60
S 2.41727 -0.42415 -0.59138  -0.05
H -0.17247 -1.59377 -2.45099  0.25
H -1.66306 -2.12511 -1.69252  0.27
H -1.37264 -0.48089 -1.92307  0.19
H 1.29200 -0.93638 2.26429  0.23
H -0.22680 0.04703 2.57490  0.24
H 1.40353 0.92117 2.20973  0.22
H -1.96586 1.05722 0.06905  0.26
H -0.76939 2.14054 1.02485  0.24
H -1.21213 2.78830 -0.58884  0.26
H 0.06080 -2.33176 0.12942  0.28
H -1.13138 -1.00715 0.60765  0.22
H -0.05673 0.75625 -1.55573  0.46
H 0.97584 1.71646 -0.57813  0.45
H 2.92704 -0.84295 0.69844  0.19

Cartesian forces (eV/Å) of the 6 atoms listed first:
C -1.821 -2.078 -0.877
C -2.123 0.535 -2.779
C -0.270 0.121 1.731
C -0.084 -1.713 1.618
C 1.563 -4.918 4.028
N -2.352 1.646 -1.638